1.
12
Properties=species:S:1:pos:R:3:lowdin_charge:R:1 method="wB97M-V/def2-TZVPD" e_above_lowest_kj_mol=737.2 e_homo_ev=-8.253
C 0.6844 1.8971 0.5400 0.059
C 0.3761 0.6987 0.2835 -0.256
N -1.9998 -0.6128 -0.1629 -0.059
N 0.6585 -1.5481 -0.4443 0.081
O -1.3873 0.5688 -0.4540 -0.223
O 0.7727 -0.4946 0.6112 -0.077
H 1.6034 2.1266 0.9844 0.055
H 0.2006 2.8290 0.1833 0.101
H -1.6602 -0.8546 0.7572 0.067
H -1.5248 -1.2167 -0.7877 0.030
H 0.9139 -1.1269 -1.3554 0.107
H 1.3623 -2.2664 -0.1551 0.113



2.
94
Properties=species:S:1:pos:R:3:lowdin_spin:R:1 method="wB97M-V/def2-TZVPD" spin_multiplicity=3 e_above_lowest_kj_mol=171.1 charge=-1 e_homo_ev="-4.368 / -4.324"
V 0.3922 -2.0051 0.4933 1.946
C 1.6382 -6.0261 2.5296 -0.002
C 1.6321 -4.7644 1.7081 -0.004
S 0.5048 -3.5255 2.1909 -0.024
C 2.4262 -4.5338 0.6426 0.002
C 3.5468 -5.4298 0.1998 0.000
S 2.1723 -3.0844 -0.3009 -0.035
H 0.7637 -6.0181 3.1730 0.000
H 2.5275 -6.1058 3.1542 0.000
H 1.5928 -6.9054 1.8847 0.000
H 3.6225 -6.3090 0.8340 0.000
H 4.4888 -4.8840 0.2439 0.000
H 3.3936 -5.7379 -0.8332 0.000
C 1.8651 4.5351 -1.6316 0.000
C 2.4272 3.3314 -0.8665 0.000
C 3.8883 3.5868 -0.4857 0.000
C 1.5982 3.0359 0.3800 0.001
O 2.4372 2.2178 -1.7287 0.001
Si 1.2050 1.3044 -2.2892 0.009
S 0.7958 -0.2841 -0.9970 0.032
O -0.1286 2.2400 -2.3897 0.000
C -1.1055 2.3474 -3.3996 0.000
C -1.5427 0.9638 -3.8753 0.000
C -0.5218 3.1671 -4.5568 0.000
C -2.2898 3.0869 -2.7719 0.000
O 1.6179 0.8598 -3.8064 0.002
C 2.8923 0.7524 -4.4007 0.000
C 3.8524 0.0122 -3.4738 0.000
C 2.6996 -0.0314 -5.7019 0.000
C 3.4113 2.1602 -4.7230 0.000
H 1.9296 5.4471 -1.0424 0.000
H 0.8288 4.3349 -1.8834 0.000
H 2.4262 4.6664 -2.5550 0.000
H 3.9648 4.4741 0.1382 0.000
H 4.4857 3.7297 -1.3832 0.000
H 4.2814 2.7315 0.0564 0.000
H 1.6473 3.8672 1.0808 0.000
H 1.9729 2.1326 0.8585 0.000
H 0.5673 2.8557 0.0924 0.000
H -0.6887 0.4398 -4.2933 0.000
H -2.3300 1.0457 -4.6221 0.000
H -1.9040 0.3898 -3.0253 0.000
H 0.3135 2.6224 -4.9850 0.000
H -0.1561 4.1192 -4.1779 0.000
H -1.2674 3.3549 -5.3262 0.000
H -2.6926 2.4980 -1.9529 0.000
H -3.0680 3.2530 -3.5130 0.000
H -1.9628 4.0466 -2.3784 0.000
H 3.4274 -0.9536 -3.2096 0.000
H 3.9769 0.5802 -2.5574 0.000
H 4.8178 -0.1311 -3.9548 0.000
H 2.3418 -1.0329 -5.4815 0.000
H 3.6426 -0.0972 -6.2395 0.000
H 1.9660 0.4664 -6.3320 0.000
H 3.5208 2.7164 -3.7980 0.000
H 2.6924 2.6771 -5.3561 0.000
H 4.3683 2.1199 -5.2390 0.000
C -3.4282 1.3804 2.8219 0.000
C -2.8506 0.6437 1.6138 0.000
C -3.9236 0.4846 0.5411 0.000
C -1.7256 1.5033 1.0380 0.000
Si -2.1212 -1.0751 2.1044 0.009
O -1.3437 -1.7575 0.9064 0.028
C -3.4157 -2.3112 2.7758 0.000
C -4.7343 -2.0153 3.0934 0.000
C -5.5955 -2.9778 3.5940 0.000
C -5.1457 -4.2720 3.7905 0.000
C -3.8349 -4.5900 3.4723 0.000
C -2.9863 -3.6197 2.9729 -0.001
C -0.9546 -0.6919 3.5773 0.002
C 0.4027 -0.4777 3.3543 0.018
C 1.2793 -0.2722 4.4049 0.001
C 0.8061 -0.2362 5.7058 0.001
C -0.5454 -0.4178 5.9447 0.000
C -1.4087 -0.6545 4.8913 0.000
H -3.8211 2.3541 2.5179 0.000
H -2.6585 1.5421 3.5746 0.000
H -4.2343 0.8221 3.2913 0.000
H -4.3202 1.4595 0.2405 0.000
H -4.7501 -0.1284 0.8952 0.000
H -3.4977 -0.0014 -0.3345 0.000
H -2.1152 2.4675 0.6943 0.000
H -1.2523 1.0018 0.1945 0.000
H -0.9632 1.6927 1.7934 0.000
H -5.1120 -1.0149 2.9501 0.000
H -6.6211 -2.7188 3.8246 0.000
H -5.8168 -5.0263 4.1787 0.000
H -3.4764 -5.6017 3.6109 0.000
H -1.9659 -3.8711 2.7273 -0.001
H 0.7823 -0.4915 2.3228 0.013
H 2.3378 -0.1503 4.2090 0.000
H 1.4875 -0.0739 6.5317 0.000
H -0.9235 -0.3907 6.9603 0.000
H -2.4590 -0.8241 5.0919 0.000



3.
102
Properties=species:S:1:pos:R:3:lowdin_charge:R:1 method="wB97M-V/def2-TZVPD" charge=+1 e_homo_ev=-9.924
C 6.5234 -3.3452 -1.1272 -0.101
C 5.5900 -3.4836 -2.3319 -0.211
C 4.8046 -2.2105 -2.6353 -0.205
O 3.4870 -2.3100 -2.1044 -0.130
C 2.4999 -1.7216 -2.8776 -0.183
C 1.2038 -1.5561 -2.0084 -0.341
C 0.2648 -2.7276 -2.3618 -0.096
C -0.7921 -3.0886 -1.3282 -0.166
C -1.4325 -4.4570 -1.6355 -0.154
C -0.7605 -5.5879 -0.8595 -0.136
N -0.9635 -5.4540 0.5652 -0.134
C 0.0042 -5.1347 1.4754 -0.142
C -0.5744 -5.0636 2.7129 -0.108
C -1.9504 -5.3605 2.5529 -0.082
C -2.1539 -5.6014 1.2230 -0.094
O 1.5680 -1.7130 -0.6370 -0.121
C 1.5284 -0.7301 0.3475 -0.801
S 0.9072 -1.6734 1.8108 0.902
P 3.2867 -0.1906 0.8745 0.713
O 4.3783 -0.2777 -0.1168 -0.433
C 0.5640 0.4562 0.0299 -0.299
C -0.9194 0.0921 0.4287 -0.250
N -2.0604 0.7678 -0.1160 0.043
N 0.7662 0.8930 -1.4220 -0.437
Cl 2.4771 1.2772 -1.6128 0.983
S -0.0914 2.4957 -1.9902 0.694
C -0.1806 3.4785 -0.5337 -0.116
O 0.8336 3.1151 -2.8797 -0.274
O -1.3573 2.1089 -2.5175 -0.230
C 0.4184 -0.2605 -2.3408 -0.223
C 0.4678 0.1070 -3.8357 -0.036
C -0.8726 0.2679 -4.5188 -0.448
O -1.1631 1.0628 -5.3366 0.208
F -1.7511 -0.6961 -4.1057 0.094
H 7.1099 -2.4289 -1.1934 0.074
H 5.9591 -3.3376 -0.1955 0.072
H 7.2289 -4.1746 -1.0931 0.070
H 4.8636 -4.2696 -2.1219 0.111
H 6.1695 -3.7850 -3.2033 0.106
H 4.7730 -2.0313 -3.7145 0.123
H 5.2942 -1.3496 -2.1749 0.107
H 2.2553 -2.3877 -3.7174 0.140
H 2.8318 -0.7769 -3.3184 0.102
H 0.8949 -3.5988 -2.5554 0.138
H -0.2398 -2.4998 -3.3026 0.126
H -0.3596 -3.1361 -0.3297 0.085
H -1.5948 -2.3464 -1.3273 0.111
H -2.4902 -4.4102 -1.3822 0.111
H -1.3574 -4.6630 -2.7051 0.118
H 0.3172 -5.5397 -1.0193 0.127
H -1.1431 -6.5469 -1.2051 0.129
H 1.0284 -4.9754 1.1796 0.113
H -0.0591 -4.8237 3.6273 0.092
H -2.6937 -5.4055 3.3313 0.065
H -3.0544 -5.8750 0.6992 0.119
H 1.5883 -1.0148 2.7570 -0.119
H 3.5532 -0.9460 2.0198 0.014
H 3.0115 1.1110 1.3591 0.019
H 0.9155 1.2908 0.6354 0.103
H -0.9425 0.2262 1.5061 0.107
H -1.0577 -0.9646 0.2137 0.080
H -2.1838 1.7398 0.0950 0.067
H -2.3142 0.5510 -1.0621 0.066
H -0.4023 2.9090 0.3584 0.058
H 0.7963 3.9454 -0.4065 0.069
H -0.9139 4.2501 -0.7538 0.098
H -0.6311 -0.4442 -2.1050 0.129
H 0.9676 -0.7061 -4.3641 0.137
H 1.0400 1.0058 -4.0511 0.119
N 0.7761 5.6464 1.3796 0.034
C 1.0042 5.1655 2.6030 -0.165
C 0.6812 5.8397 3.7676 -0.068
C 0.0880 7.0888 3.6607 -0.063
C -0.1523 7.6046 2.3988 -0.050
C 0.2064 6.8507 1.2921 -0.134
H 1.4775 4.1886 2.6516 0.095
H 0.8915 5.3987 4.7320 0.105
H -0.1779 7.6497 4.5468 0.112
H -0.6058 8.5761 2.2626 0.109
H 0.0344 7.2363 0.2958 0.060
N -4.6524 -5.4064 4.9847 0.046
C -5.4838 -4.5792 5.6136 -0.156
C -6.3480 -4.9794 6.6211 -0.073
C -6.3518 -6.3133 6.9958 -0.077
C -5.4929 -7.1867 6.3493 -0.070
C -4.6662 -6.6847 5.3557 -0.155
H -5.4555 -3.5438 5.2922 0.102
H -7.0007 -4.2613 7.0977 0.101
H -7.0123 -6.6655 7.7772 0.107
H -5.4611 -8.2361 6.6071 0.103
H -3.9786 -7.3385 4.8296 0.103
N -0.1032 9.0919 -1.1377 0.047
C -0.8292 8.3427 -1.9652 -0.165
C -1.2395 8.7539 -3.2228 -0.068
C -0.8767 10.0211 -3.6498 -0.069
C -0.1227 10.8151 -2.8023 -0.062
C 0.2368 10.3068 -1.5634 -0.141
H -1.1015 7.3557 -1.6010 0.087
H -1.8281 8.0979 -3.8490 0.103
H -1.1769 10.3825 -4.6243 0.110
H 0.1828 11.8108 -3.0912 0.106
H 0.8277 10.9010 -0.8758 0.107



What DFT total energy values result from the calculations? In sequence: -339.55187; -4269.46332; -3841.03737 hartree.